# 1
The ion C4F8NO2 with charge +1, computed with the ωB97M-V functional and the def2-TZVPD basis.

Geometry as ORCA input:
```
! RIJCOSX wB97M-V def2-TZVPD def2/J DEFGRID3
* xyz 1 1
F 2.178 1.025 -1.087
F -3.055 0.183 -1.514
F 2.118 0.863 1.063
F -0.105 -2.168 -0.476
F -2.619 0.217 1.720
F 1.932 -1.506 -0.699
F 0.857 2.282 0.046
F 1.048 -1.637 1.261
O -0.353 0.235 -1.244
O -0.515 0.269 0.994
N 0.299 0.062 -0.126
C 1.450 1.130 -0.022
C -1.856 0.231 0.675
C 0.843 -1.405 -0.003
C -2.222 0.218 -0.591
*
```

E_tot ... -31457.7636 eV
E_LUMO ... -6.29 eV
Gap between HOMO and LUMO ... 9.381 eV
Energy relative to the best compared isomer or geometry (same formula, charge and spin) ... 0.0 kcal/mol
Maximum force ... 3.51 eV/A

Atomic charges from the Mulliken analysis, expressed in e, are listed below: number 1, F, carries -0.158; number 2, F, carries -0.108; number 3, F, carries -0.197; number 4, F, carries -0.200; number 5, F, carries -0.160; number 6, F, carries -0.171; number 7, F, carries -0.191; number 8, F, carries -0.197; number 9, O, carries -0.617; number 10, O, carries -0.279; number 11, N, carries 0.693; number 12, C, carries 0.797; number 13, C, carries 0.076; number 14, C, carries 0.830; number 15, C, carries 0.883

***

# 2
A structure of composition C3H8MgO2, computed with the ωB97M-V functional and the def2-TZVPD basis.

Geometry as ORCA input:
```
! RIJCOSX wB97M-V def2-TZVPD def2/J DEFGRID3
* xyz 1 2
Mg -0.040 -1.589 -1.441
O -1.671 -1.076 -0.488
O 0.809 -0.047 -0.450
C -0.103 0.426 0.554
C -1.513 0.232 0.021
C 2.180 0.230 -0.175
H -1.727 0.985 -0.754
H 2.332 1.317 -0.138
H 0.065 -0.156 1.474
H 0.099 1.488 0.753
H -2.224 0.404 0.843
H 2.471 -0.223 0.783
H 2.773 -0.200 -0.988
H -3.451 -1.792 0.007
*
```

E_tot ... -12770.3650 eV
E_LUMO (alpha / beta) ... -6.41 / -6.72 eV
Gap between HOMO and LUMO (alpha / beta) ... 5.253 / 6.963 eV
Maximum force ... 2.33 eV/A

Atomic charges from the Mulliken analysis, expressed in e, are listed below: number 1, Mg, carries 1.165; number 2, O, carries -0.722; number 3, O, carries -0.278; number 4, C, carries -0.338; number 5, C, carries -0.360; number 6, C, carries -0.628; number 7, H, carries 0.274; number 8, H, carries 0.270; number 9, H, carries 0.311; number 10, H, carries 0.339; number 11, H, carries 0.341; number 12, H, carries 0.329; number 13, H, carries 0.265; number 14, H, carries 0.031

***

# 3
A structure of composition C8H18F3O9SV, computed with the ωB97M-V functional and the def2-TZVPD basis.

Geometry as ORCA input:
```
! RIJCOSX wB97M-V def2-TZVPD def2/J DEFGRID3
* xyz 0 5
V 0.325 -0.741 -0.882
S 0.431 2.313 1.008
F 1.693 4.111 2.487
F 3.079 3.070 1.202
F 2.079 2.138 3.078
O 1.586 -0.853 -2.709
O 2.262 -2.761 -3.415
O -1.503 -1.382 0.207
O -0.889 0.789 -1.935
O 0.203 3.222 -0.095
O 1.709 -1.775 0.486
O 0.406 -2.421 -2.184
O -0.703 2.352 1.965
O 0.632 0.921 0.602
C 3.540 -0.448 1.461
C -3.160 -0.406 1.669
C -1.777 -1.153 1.558
C 1.968 2.937 2.033
C -2.352 0.248 -3.568
C -2.281 0.713 -2.067
C 1.403 -2.063 -2.839
C 2.296 -1.315 1.660
H -2.946 0.557 1.207
H -2.800 0.035 -1.389
H 3.376 0.628 1.412
H 2.444 -2.106 2.397
H 1.515 -0.670 2.062
H -3.915 -0.838 1.012
H -2.708 1.707 -1.942
H -0.632 1.590 -2.397
H -3.375 0.206 -3.941
H -1.845 0.933 -4.248
H 2.126 -2.628 0.345
H 4.164 -0.526 2.352
H 4.146 -0.707 0.592
H -2.253 -1.870 -0.140
H -0.951 -0.595 1.999
H -3.558 -0.306 2.678
H -1.734 -2.136 2.026
H -2.004 -0.769 -3.748
*
```

E_tot ... -71689.5809 eV
E_LUMO (alpha / beta) ... 0.05 / -3.04 eV
Gap between HOMO and LUMO (alpha / beta) ... 8.797 / 6.646 eV
Maximum force ... 4.40 eV/A

Atomic charges from the Mulliken analysis, expressed in e, are listed below: number 1, V, carries 0.541; number 2, S, carries 1.159; number 3, F, carries -0.198; number 4, F, carries -0.237; number 5, F, carries -0.197; number 6, O, carries -0.527; number 7, O, carries -0.441; number 8, O, carries -0.306; number 9, O, carries -0.119; number 10, O, carries -0.704; number 11, O, carries -0.339; number 12, O, carries -0.601; number 13, O, carries -0.729; number 14, O, carries -0.208; number 15, C, carries -0.848; number 16, C, carries -1.187; number 17, C, carries 0.088; number 18, C, carries 0.509; number 19, C, carries -1.187; number 20, C, carries 0.050; number 21, C, carries 0.987; number 22, C, carries -0.043; number 23, H, carries 0.277; number 24, H, carries 0.098; number 25, H, carries 0.033; number 26, H, carries 0.474; number 27, H, carries -0.027; number 28, H, carries 0.362; number 29, H, carries 0.255; number 30, H, carries 0.187; number 31, H, carries 0.410; number 32, H, carries 0.346; number 33, H, carries 0.242; number 34, H, carries 0.361; number 35, H, carries 0.306; number 36, H, carries 0.256; number 37, H, carries -0.018; number 38, H, carries 0.378; number 39, H, carries 0.349; number 40, H, carries 0.248

***

# 4
A structure of composition C46H42FGeN3O5W, computed with the ωB97M-V functional and the def2-TZVPD basis.

Geometry as ORCA input:
```
! RIJCOSX wB97M-V def2-TZVPD def2/J DEFGRID3
* xyz 2 3
W 0.345 0.840 0.425
Ge -1.495 -0.225 4.180
F 6.072 -0.112 -2.573
O -0.268 2.717 1.025
O 0.014 -0.695 1.539
O 1.793 2.120 0.611
O 1.756 -0.348 -0.238
O 0.300 0.478 3.381
N 8.148 -0.250 -0.628
N 10.439 -1.311 -0.597
N 4.651 -0.676 2.720
C 5.039 -0.528 1.386
C -6.636 -0.667 -1.538
C 5.643 -0.726 3.765
C -0.871 -1.966 3.678
C -1.385 1.678 7.904
C 4.041 -0.462 0.392
C -0.877 -4.095 2.569
C 2.314 -0.558 2.135
C 1.326 2.694 2.992
C 2.646 -0.483 0.743
C 9.058 0.557 0.174
C 10.283 -0.305 0.515
C 10.156 -0.676 -1.929
C -0.825 0.713 8.732
C 5.453 -1.667 4.913
C -1.422 0.497 -0.590
C -4.249 0.283 3.933
C -2.900 1.872 2.695
C 0.896 2.393 1.590
C 6.519 -1.939 3.894
C -4.505 -1.288 -0.615
C -2.583 0.222 -0.826
C 5.763 -0.265 -1.267
C -5.297 2.099 2.762
C -4.056 2.550 2.334
C -3.003 0.740 3.497
C 1.275 -3.151 3.168
C -3.949 -0.106 -1.108
C -0.602 -0.782 6.862
C 8.642 -0.389 -1.998
C 0.880 -0.683 2.612
C 4.433 -0.339 -0.934
C -4.746 0.791 -1.825
C -5.396 0.964 3.555
C -1.556 1.416 6.552
C -1.150 0.190 6.021
C -1.561 -2.977 3.080
C 0.615 -1.880 3.592
C -6.085 0.507 -2.035
C 0.544 -4.169 2.660
C 6.773 -0.306 -0.312
C 3.318 -0.671 3.054
C -5.845 -1.565 -0.834
C 6.376 -0.450 1.023
C 1.047 1.536 4.003
C -0.437 -0.518 8.215
H -3.982 3.436 1.715
H -6.194 2.633 2.475
H -4.304 1.703 -2.206
H 3.683 -0.274 -1.712
H 9.373 1.440 -0.393
H 10.756 0.228 -1.990
H -0.327 -1.754 6.467
H 6.096 0.237 3.980
H 11.194 0.287 0.580
H 6.347 -2.756 3.205
H 7.554 -1.790 4.174
H -0.021 -1.276 8.867
H 2.396 2.882 2.953
H 11.356 -1.754 -0.571
H 10.467 -1.349 -2.723
H 7.132 -0.515 1.794
H -2.643 -2.938 3.029
H 0.426 1.871 4.827
H -6.703 1.201 -2.592
H -6.365 0.614 3.889
H -2.012 2.163 5.910
H -4.330 -0.601 4.559
H -1.702 2.628 8.316
H 0.820 3.601 3.319
H 1.978 1.152 4.411
H 9.729 -2.031 -0.455
H -6.277 -2.485 -0.459
H 2.351 -3.232 3.266
H 10.153 -0.862 1.441
H -1.429 -4.920 2.139
H -1.947 2.220 2.340
H 1.004 -1.522 4.555
H -0.708 0.911 9.790
H 8.583 0.912 1.081
H 1.041 -5.077 2.340
H 4.590 -2.320 4.906
H 8.483 0.505 -2.605
H -7.684 -0.884 -1.703
H 5.745 -1.325 5.896
H 3.117 -0.769 4.111
H 8.129 -1.216 -2.480
H -3.876 -1.981 -0.071
*
```

E_tot ... -124131.2953 eV
E_LUMO (alpha / beta) ... -4.96 / -5.15 eV
Gap between HOMO and LUMO (alpha / beta) ... 5.200 / 6.396 eV
Energy relative to the best compared isomer or geometry (same formula, charge and spin) ... 73.8 kcal/mol
Maximum force ... 2.12 eV/A

Atomic charges from the Mulliken analysis, expressed in e, are listed below: number 1, W, carries 1.603; number 2, Ge, carries 1.382; number 3, F, carries -0.356; number 4, O, carries -0.675; number 5, O, carries -1.341; number 6, O, carries -0.658; number 7, O, carries -1.196; number 8, O, carries -0.147; number 9, N, carries 0.215; number 10, N, carries -0.140; number 11, N, carries 0.275; number 12, C, carries -0.380; number 13, C, carries -0.399; number 14, C, carries -0.381; number 15, C, carries -0.847; number 16, C, carries -0.746; number 17, C, carries 0.756; number 18, C, carries -1.205; number 19, C, carries 0.847; number 20, C, carries -1.237; number 21, C, carries 1.142; number 22, C, carries -0.745; number 23, C, carries -0.732; number 24, C, carries -0.732; number 25, C, carries -0.536; number 26, C, carries -0.856; number 27, C, carries -1.750; number 28, C, carries -0.853; number 29, C, carries -0.100; number 30, C, carries 1.256; number 31, C, carries -0.535; number 32, C, carries -0.435; number 33, C, carries 1.678; number 34, C, carries 0.402; number 35, C, carries -0.544; number 36, C, carries -0.776; number 37, C, carries 0.540; number 38, C, carries -1.333; number 39, C, carries 0.256; number 40, C, carries -0.406; number 41, C, carries -0.743; number 42, C, carries 0.167; number 43, C, carries -0.565; number 44, C, carries -0.431; number 45, C, carries -0.825; number 46, C, carries -0.069; number 47, C, carries 0.330; number 48, C, carries 0.136; number 49, C, carries 1.431; number 50, C, carries -0.623; number 51, C, carries -0.442; number 52, C, carries -1.071; number 53, C, carries -1.117; number 54, C, carries -0.596; number 55, C, carries -0.846; number 56, C, carries -0.196; number 57, C, carries -0.732; number 58, H, carries 0.484; number 59, H, carries 0.427; number 60, H, carries 0.471; number 61, H, carries 0.642; number 62, H, carries 0.345; number 63, H, carries 0.350; number 64, H, carries 0.374; number 65, H, carries 0.526; number 66, H, carries 0.382; number 67, H, carries 0.221; number 68, H, carries 0.323; number 69, H, carries 0.432; number 70, H, carries 0.415; number 71, H, carries 0.343; number 72, H, carries 0.380; number 73, H, carries 0.712; number 74, H, carries 0.516; number 75, H, carries 0.668; number 76, H, carries 0.411; number 77, H, carries 0.460; number 78, H, carries 0.445; number 79, H, carries 0.465; number 80, H, carries 0.434; number 81, H, carries 0.424; number 82, H, carries 0.241; number 83, H, carries 0.370; number 84, H, carries 0.405; number 85, H, carries 0.353; number 86, H, carries 0.434; number 87, H, carries 0.471; number 88, H, carries 0.353; number 89, H, carries -0.064; number 90, H, carries 0.410; number 91, H, carries 0.473; number 92, H, carries 0.485; number 93, H, carries 0.246; number 94, H, carries 0.425; number 95, H, carries 0.414; number 96, H, carries 0.274; number 97, H, carries 0.908; number 98, H, carries 0.521; number 99, H, carries 0.510

***

# 5
A structure of composition C5H11NO, computed with the ωB97M-V functional and the def2-TZVPD basis.

Geometry as ORCA input:
```
! RIJCOSX wB97M-V def2-TZVPD def2/J DEFGRID3
* xyz 0 1
O 1.111 1.886 0.822
N -0.440 1.031 -1.587
C -1.642 -0.732 -0.291
C 0.245 0.829 1.139
C 1.285 -0.795 0.589
C 0.877 -0.875 -0.814
C -0.406 0.050 -0.701
H 2.257 -0.357 0.792
H -2.349 -0.053 0.190
H 1.569 -0.386 -1.498
H -2.105 -1.161 -1.182
H 0.591 -1.872 -1.149
H -1.142 1.722 -1.298
H 0.989 2.082 -0.124
H 0.911 -1.565 1.258
H -1.416 -1.533 0.418
H 0.449 0.547 2.174
H -0.785 1.184 1.261
*
```

E_tot ... -8896.8390 eV
E_LUMO ... 0.43 eV
Gap between HOMO and LUMO ... 9.309 eV
Energy relative to the best compared isomer or geometry (same formula, charge and spin) ... 112.0 kcal/mol
Maximum force ... 5.06 eV/A

Atomic charges from the Mulliken analysis, expressed in e, are listed below: number 1, O, carries -0.529; number 2, N, carries -0.926; number 3, C, carries -1.321; number 4, C, carries -0.667; number 5, C, carries -0.633; number 6, C, carries -0.616; number 7, C, carries 0.931; number 8, H, carries 0.366; number 9, H, carries 0.376; number 10, H, carries 0.291; number 11, H, carries 0.373; number 12, H, carries 0.323; number 13, H, carries 0.230; number 14, H, carries 0.388; number 15, H, carries 0.340; number 16, H, carries 0.306; number 17, H, carries 0.374; number 18, H, carries 0.394

***

# 6
The ion C4H10N3 with charge +1, computed with the ωB97M-V functional and the def2-TZVPD basis.

Geometry as ORCA input:
```
! RIJCOSX wB97M-V def2-TZVPD def2/J DEFGRID3
* xyz 1 1
N 0.419 0.791 1.003
N 0.036 0.795 -0.366
N -2.492 -0.517 -1.318
C -1.485 -1.365 -0.846
C 1.913 0.590 1.012
C -0.102 -0.470 -1.026
C -2.852 0.540 -1.566
H -3.483 1.309 -1.897
H 2.400 0.730 2.120
H -1.377 -2.341 -1.432
H -1.757 -1.518 0.285
H 0.189 1.759 1.261
H -0.163 -0.194 -2.163
H 2.225 -0.358 0.686
H 0.699 -1.223 -0.863
H 2.387 1.229 0.255
H -0.072 0.209 1.759
*
```

E_tot ... -8768.5588 eV
E_LUMO (alpha / beta) ... -4.13 / -4.13 eV
Gap between HOMO and LUMO (alpha / beta) ... 7.656 / 7.657 eV
Energy relative to the best compared isomer or geometry (same formula, charge and spin) ... 139.3 kcal/mol
Maximum force ... 3.95 eV/A

Atomic charges from the Mulliken analysis, expressed in e, are listed below: number 1, N, carries 0.050; number 2, N, carries -0.742; number 3, N, carries 0.073; number 4, C, carries -0.397; number 5, C, carries -0.807; number 6, C, carries -0.596; number 7, C, carries 0.077; number 8, H, carries 0.396; number 9, H, carries 0.305; number 10, H, carries 0.324; number 11, H, carries 0.262; number 12, H, carries 0.340; number 13, H, carries 0.352; number 14, H, carries 0.340; number 15, H, carries 0.319; number 16, H, carries 0.367; number 17, H, carries 0.337

***

# 7
A cluster of 2 separate species, C3H5ClSi in total, computed with the ωB97M-V functional and the def2-TZVPD basis.

Geometry as ORCA input:
```
! RIJCOSX wB97M-V def2-TZVPD def2/J DEFGRID3
* xyz 0 1
Cl 1.415 -0.212 0.053
Si -1.539 0.819 -0.316
C 2.279 -1.632 0.050
C -2.947 -1.700 0.661
C -2.277 -0.720 0.396
H -1.957 0.881 -1.728
H 2.461 -2.202 -0.984
H -3.196 -2.677 0.963
H 1.763 -2.299 0.851
H -0.677 1.796 0.234
*
```

E_tot ... -23585.5642 eV
E_LUMO (alpha / beta) ... -0.50 / -0.55 eV
Gap between HOMO and LUMO (alpha / beta) ... 8.419 / 6.353 eV
Energy relative to the best compared isomer or geometry (same formula, charge and spin) ... 129.1 kcal/mol
Maximum force ... 4.17 eV/A

Atomic charges from the Mulliken analysis, expressed in e, are listed below: number 1, Cl, carries -0.085; number 2, Si, carries 0.192; number 3, C, carries -0.449; number 4, C, carries 0.160; number 5, C, carries -0.573; number 6, H, carries -0.041; number 7, H, carries 0.258; number 8, H, carries 0.372; number 9, H, carries 0.226; number 10, H, carries -0.060

***

# 8
A cluster of 2 separate species, C2H6NOS in total, computed with the ωB97M-V functional and the def2-TZVPD basis.

Geometry as ORCA input:
```
! RIJCOSX wB97M-V def2-TZVPD def2/J DEFGRID3
* xyz -1 1
S 0.264 2.121 -0.340
O -0.566 -2.662 -0.648
N 0.362 -0.755 -1.384
C -0.252 1.357 1.172
C 0.160 -1.675 -0.468
H 0.491 1.426 1.948
H -0.120 -0.675 -2.252
H 0.862 0.094 -0.988
H -1.077 1.810 1.565
H -0.782 0.307 1.019
H 0.657 -1.348 0.377
*
```

E_tot ... -16544.7859 eV
E_LUMO ... 4.13 eV
Gap between HOMO and LUMO ... 6.900 eV
Energy relative to the best compared isomer or geometry (same formula, charge and spin) ... 35.6 kcal/mol
Maximum force ... 4.19 eV/A

Atomic charges from the Mulliken analysis, expressed in e, are listed below: number 1, S, carries -0.705; number 2, O, carries -0.694; number 3, N, carries -0.243; number 4, C, carries -0.755; number 5, C, carries 0.054; number 6, H, carries 0.219; number 7, H, carries 0.180; number 8, H, carries 0.125; number 9, H, carries 0.261; number 10, H, carries 0.134; number 11, H, carries 0.424